1.
This record from the OMol25 dataset describes one molecule with the formula CH6OSi2. The level of theory is ωB97M-V/def2-TZVPD.

XYZ file:
```
10
Properties=species:S:1:pos:R:3:forces:R:3
C 0.38505 1.69944 0.36587 -0.320 -1.302 2.617
O -0.82863 1.26371 1.12933 0.192 -1.098 -0.941
Si -0.32807 -1.53628 -0.96510 2.032 0.273 1.331
Si 0.13350 -0.14149 0.86700 -0.964 4.288 -3.564
H 0.88588 2.41133 1.03203 0.336 -0.316 -0.489
H -1.32245 -2.10025 -0.18593 -1.729 -1.828 0.477
H -0.76172 -1.04908 -2.17706 -1.090 1.410 -1.650
H 0.81509 -2.31442 -1.45926 0.190 -0.481 0.589
H 0.85294 -0.31854 1.98350 1.718 -1.242 2.729
H 0.16842 2.08558 -0.59038 -0.364 0.295 -1.098
```
Forces are in eV/Å.

Calculated values
- Kohn-Sham gap: 9.4 eV
- Spin multiplicity: 1
- HOMO energy: -9.00 eV
- Structure (SMILES): [SiH3][Si@H]1CO1
- ΔE to the lowest compared entry with this formula, charge and spin: 301.6 kJ/mol

=====

2.
This record from the OMol25 dataset describes one molecule with the formula C11H26O3Si. The level of theory is ωB97M-V/def2-TZVPD.

XYZ file:
```
41
Properties=species:S:1:pos:R:3:forces:R:3
O 1.05702 0.28199 -1.20367 1.318 -1.192 0.952
O 3.48196 1.40235 -0.73048 -0.122 -0.713 -0.903
O 3.27424 -1.20749 -1.65119 -0.065 0.767 2.180
C 0.79140 1.31818 -2.06884 -0.224 0.980 -0.732
C 3.21247 2.53238 0.08485 0.630 -0.543 -0.132
C 2.88923 -1.26857 -2.97547 0.066 0.188 -1.255
C -4.97887 -0.48011 -0.08550 -0.378 0.331 0.645
C -3.56076 0.08693 -0.25307 0.593 -0.157 -1.203
C -2.82834 0.66386 0.98575 -0.386 -0.234 -0.105
C -2.36700 -0.41579 2.00381 -0.528 0.363 -0.246
C -1.18018 -1.29968 1.61683 0.784 1.045 0.754
C 0.10465 -0.46247 1.41333 -0.050 -0.477 -0.411
C 1.35317 -1.35262 1.30239 0.289 0.420 0.965
C 2.65391 -0.56551 1.12762 0.017 -0.106 -1.334
Si 2.61065 -0.03073 -0.68543 0.871 1.004 1.194
H 1.53567 2.12093 -1.97372 -0.362 0.033 -0.099
H 0.83536 0.94134 -3.07908 -0.093 0.089 -0.637
H -0.22071 1.68488 -1.88097 0.093 0.173 -0.008
H 3.80521 3.38440 -0.28738 -0.512 -0.270 0.058
H 2.15127 2.71416 0.12018 -0.470 0.555 -0.108
H 3.52370 2.31982 1.10067 0.176 0.054 0.345
H 1.80279 -1.31013 -3.06437 -0.042 -0.060 -0.217
H 3.27764 -0.38059 -3.48625 -0.203 -0.097 -0.355
H 3.33877 -2.14769 -3.43596 -0.095 -0.042 -0.023
H -4.99837 -1.33848 0.57672 0.140 -0.176 0.323
H -5.43840 -0.85893 -1.00968 0.379 0.405 0.011
H -5.67830 0.26098 0.36286 0.450 -0.310 -0.348
H -2.92299 -0.71008 -0.71484 -0.362 0.493 0.391
H -3.60694 0.86640 -1.04452 0.044 -0.252 0.492
H -3.52450 1.36060 1.49366 0.293 -0.309 -0.094
H -1.97629 1.28744 0.65738 -0.291 -0.346 0.062
H -2.17319 0.10836 2.94708 0.192 -0.220 -0.035
H -3.22849 -1.05482 2.18341 -0.188 -0.130 0.182
H -1.38983 -1.91780 0.76471 -0.140 -0.103 -0.780
H -0.96752 -2.02610 2.40726 -0.215 0.114 0.221
H 0.02950 0.14263 0.50248 -0.168 -0.267 0.428
H 0.24482 0.25539 2.22607 -0.106 -0.142 0.272
H 1.27611 -2.00788 0.45937 -0.397 -0.727 -0.516
H 1.45945 -1.96520 2.19186 -0.310 -0.319 0.211
H 3.58422 -1.15169 1.22922 -0.499 -0.203 0.011
H 2.74746 0.21933 1.87288 -0.131 0.383 -0.157
```
Forces are in eV/Å.

Calculated values
- Kohn-Sham gap: 10.7 eV
- Spin multiplicity: 1
- HOMO energy: -9.77 eV
- Structure (SMILES): CCCCCCCC[Si](OC)(OC)OC
- ΔE to the lowest compared entry with this formula, charge and spin: 16.1 kJ/mol

=====

3.
This record from the OMol25 dataset describes C13H17IrN3O7S3 as an isolated structure. The level of theory is ωB97M-V/def2-TZVPD.

XYZ file:
```
44
Properties=species:S:1:pos:R:3:forces:R:3
Ir -0.09131 0.11966 0.20051 0.681 -1.728 -2.156
O 1.65969 0.97295 1.43515 0.387 0.347 0.096
S 2.69007 0.14403 0.72084 -0.825 0.335 0.455
O 3.72431 -0.35101 1.54522 0.131 -0.262 -0.169
O 1.75846 -0.88265 0.08812 0.674 0.324 0.538
C 3.34951 1.14560 -0.56160 -0.123 0.184 -0.435
C 4.71984 1.29505 -0.53690 0.119 0.017 -0.010
C 5.36872 2.09123 -1.48496 -0.032 -0.051 0.059
C 4.63829 2.74198 -2.44955 -0.034 0.027 -0.010
C 3.24956 2.60199 -2.48780 -0.056 0.066 -0.121
C 2.59022 1.81451 -1.56550 0.530 -0.235 0.199
S 0.85212 1.72310 -1.76984 -0.306 0.166 0.801
O 0.44788 2.45372 -2.90272 0.014 -0.206 -0.235
O 0.21108 2.13640 -0.46483 -0.175 0.215 0.183
O 0.48201 0.23174 -1.73038 0.053 0.619 -0.736
H 5.29397 0.79067 0.22762 -0.018 -0.021 -0.002
H 6.44505 2.18757 -1.45237 -0.002 -0.003 0.023
H 5.13129 3.36303 -3.18443 -0.027 0.003 -0.012
H 2.67646 3.11074 -3.25066 0.006 -0.009 -0.002
C -2.28035 -2.48496 -0.07348 -0.077 -0.093 -0.171
S -0.58421 -2.07019 -0.47119 -0.163 -0.486 1.167
C -0.52217 -2.30354 -2.25479 -0.169 0.021 -0.006
H -2.97227 -2.04550 -0.78801 0.016 0.042 0.030
H -2.48745 -2.13127 0.93266 0.030 -0.080 0.045
H -2.34552 -3.57188 -0.09276 -0.056 -0.002 -0.011
H -0.30721 -3.36622 -2.36124 -0.072 -0.011 -0.061
H 0.28463 -1.72212 -2.67854 0.116 0.007 0.038
H -1.47307 -2.03858 -2.71048 0.017 0.056 0.016
C -4.54606 1.32492 1.19216 0.086 -0.003 0.051
N -3.32209 1.06684 1.98385 -0.107 -0.060 0.059
C -3.23945 1.27918 3.34294 -0.048 0.040 -0.053
C -2.08805 1.12320 4.02443 0.053 -0.002 0.031
C -0.89870 0.74070 3.32267 -0.204 -0.106 -0.111
N -1.04749 0.44508 2.00919 -0.120 -0.254 0.636
C -2.21316 0.64719 1.38332 0.191 -0.120 -0.421
O -2.09315 0.39121 0.12234 -0.518 1.280 0.267
N 0.27566 0.65975 3.89246 0.073 -0.051 0.053
H -5.33487 1.60921 1.88067 -0.016 -0.001 -0.009
H -4.82903 0.42376 0.65558 -0.013 -0.011 0.011
H -4.35466 2.13095 0.48830 -0.005 0.010 0.002
H -4.15555 1.59774 3.81994 -0.003 -0.008 0.004
H -2.05530 1.30930 5.08773 -0.005 0.019 -0.010
H 0.37743 0.86849 4.87364 0.030 0.005 -0.001
H 1.10785 0.50531 3.33302 -0.033 0.020 -0.022
```
Forces are in eV/Å.

Calculated values
- Kohn-Sham gap (alpha / beta): 8.2 / 6.8 eV
- Charge: +2
- Expectation value of S²: 0.756
- Spin multiplicity: 2
- HOMO energy (alpha / beta): -15.77 / -15.78 eV
- ΔE to the lowest compared entry with this formula, charge and spin: 81.7 kJ/mol

=====

4.
This record from the OMol25 dataset describes one molecule with the formula C9H6N2O2. The level of theory is ωB97M-V/def2-TZVPD.

XYZ file:
```
19
Properties=species:S:1:pos:R:3:forces:R:3
C -2.02850 0.30072 -0.69054 -1.171 0.162 -0.446
C 0.71369 -0.39152 1.50134 1.395 1.221 -2.930
C -0.06101 -0.71003 0.20816 1.293 -0.570 0.628
C 1.95061 0.13305 1.46287 -0.168 -0.828 0.005
C 2.00199 0.50321 -0.82038 -0.272 -0.431 0.078
C 0.62024 0.01500 -0.98380 0.198 -1.440 2.804
C -3.57648 1.39921 -2.47513 -1.084 1.224 -2.638
C -2.66194 0.81216 -1.59011 0.393 -0.325 0.768
C 0.18903 -0.06954 -2.20432 0.275 1.364 -2.894
N -1.46364 -0.30329 0.31955 -0.191 -0.943 1.122
N 2.61121 0.50881 0.29671 0.695 0.175 -0.679
O -4.75658 1.57369 -2.19860 1.102 -0.201 -0.170
O 0.05748 0.10636 -3.34561 -0.398 -0.733 0.885
H 0.20167 -0.32755 2.38041 -1.376 -0.714 2.396
H -0.00066 -1.84957 0.13079 -0.250 1.313 -0.376
H 2.61145 0.18973 2.33395 -0.701 0.387 -0.023
H 2.53385 0.81132 -1.72713 -0.154 0.100 0.301
H -3.19382 1.72080 -3.57071 -0.449 -0.664 2.214
H -2.06786 -0.83480 0.99241 0.864 0.902 -1.046
```
Forces are in eV/Å.

Calculated values
- Kohn-Sham gap (alpha / beta): 8.7 / 8.7 eV
- Spin multiplicity: 1
- HOMO energy (alpha / beta): -8.94 / -8.94 eV
- Structure (SMILES): O=C=C1C=NC=C[C@H]1NC#CC=O
- ΔE to the lowest compared entry with this formula, charge and spin: 510.7 kJ/mol

=====

5.
This record from the OMol25 dataset describes C26H21AuCl2N4O5S7 as an isolated structure. The level of theory is ωB97M-V/def2-TZVPD.

XYZ file:
```
66
Properties=species:S:1:pos:R:3:forces:R:3
Au 1.01798 -0.71506 1.92576 0.394 -0.321 0.276
O -0.14664 1.57576 -4.82572 0.025 0.016 -0.005
S 0.83228 0.87646 -4.01970 -0.051 0.012 -0.001
O 2.16895 0.82245 -4.56816 0.009 0.009 -0.003
N 0.81222 1.35673 -2.49166 -0.038 0.053 0.060
C 0.36629 0.40046 -1.66107 -0.003 -0.076 -0.128
O 0.21119 0.48086 -0.44175 -0.133 0.310 0.058
C 0.01797 -0.88397 -2.38121 -0.047 0.027 -0.012
C -0.49695 -2.04178 -1.83106 -0.027 -0.033 0.038
C -0.75749 -3.10688 -2.68486 0.015 0.003 -0.008
C -0.51473 -3.00035 -4.05418 0.004 -0.003 0.014
C -0.01141 -1.82430 -4.60108 -0.007 -0.004 0.015
C 0.24362 -0.78031 -3.73375 -0.004 -0.039 -0.056
H -0.68344 -2.08435 -0.76396 0.000 -0.006 -0.019
H -1.14990 -4.03743 -2.28917 0.001 0.002 -0.009
H -0.72402 -3.84508 -4.70011 -0.002 -0.002 0.000
H 0.17080 -1.72905 -5.66398 -0.001 0.000 0.002
C 0.74418 -6.92440 2.07555 -0.034 -0.010 0.051
S 1.77069 -5.95217 0.94040 0.002 0.014 0.003
C 2.56851 -4.87120 2.07060 -0.009 -0.078 -0.030
C 2.55645 -3.51824 1.98390 0.067 0.075 0.010
S 1.81486 -2.56242 0.74129 -0.093 0.225 -0.144
S 3.47360 -2.71310 3.24595 -0.004 0.088 0.006
C 4.08445 -4.10469 4.05887 0.053 -0.048 0.063
S 5.06865 -4.05866 5.38446 -0.042 0.006 -0.050
S 3.55928 -5.57453 3.33181 0.008 -0.045 0.006
H 0.10171 -7.54511 1.45162 0.007 0.002 -0.003
H 0.11908 -6.27560 2.68776 -0.009 0.012 -0.019
H 1.34602 -7.56730 2.71518 0.021 0.010 -0.005
Cl -1.49949 6.25082 0.28810 0.037 -0.035 -0.013
C -2.09103 5.32418 -1.06110 0.006 0.041 -0.005
C -2.72327 6.02189 -2.07645 0.003 -0.002 0.011
C -3.34709 5.34352 -3.10813 0.007 0.000 -0.015
C -3.36892 3.95787 -3.08265 -0.009 0.022 -0.013
C -2.72465 3.27423 -2.07279 0.031 -0.051 -0.010
Cl -2.86470 1.54481 -2.03740 0.119 -0.030 -0.004
C -1.98959 3.92168 -1.06019 0.021 0.002 0.048
N -1.32136 3.20784 -0.09399 -0.058 -0.085 -0.095
C -0.01126 3.51272 0.36916 -0.019 0.054 0.062
C 0.88730 4.23339 -0.40137 -0.009 -0.025 -0.054
C 2.14751 4.52700 0.09301 0.000 -0.005 0.015
C 2.51395 4.08324 1.35404 -0.031 -0.015 -0.022
C 1.62226 3.32786 2.10455 0.022 -0.075 -0.018
C 0.35592 3.02051 1.62401 0.013 0.017 0.079
C -0.63174 2.19787 2.41927 -0.128 -0.022 0.051
C -0.02972 1.59821 3.68490 0.271 0.368 -0.097
O -0.11792 2.22257 4.73792 -0.119 -0.106 0.060
O 0.62110 0.49203 3.57169 -0.051 -0.140 -0.049
H -2.73538 7.10246 -2.02877 -0.004 -0.003 0.001
H -3.82752 5.88576 -3.91147 -0.005 -0.003 0.007
H -3.86893 3.38910 -3.85388 -0.012 -0.002 0.003
H -1.47199 2.20641 -0.14504 0.057 -0.042 -0.045
H 0.60995 4.53286 -1.40460 -0.019 0.005 0.017
H 2.84627 5.08082 -0.52212 0.004 0.000 0.008
H 3.49918 4.30164 1.74793 0.001 0.003 -0.001
H 1.91212 2.96254 3.08225 0.009 -0.001 -0.002
H -1.03778 1.39676 1.79710 0.041 -0.046 -0.040
H -1.46100 2.83863 2.72621 -0.043 0.016 -0.080
N -0.57186 -3.38978 3.02017 -0.130 -0.026 -0.065
C -1.45416 -3.22598 1.99416 0.142 0.131 0.145
N -1.36180 -4.15072 1.00183 -0.044 -0.033 0.018
S -2.56310 -1.99010 1.97638 -0.233 -0.092 -0.019
H 0.32819 -3.78170 2.76811 -0.054 -0.038 0.056
H -0.49048 -2.56103 3.59246 0.014 -0.005 0.048
H -0.44266 -4.53734 0.82067 0.066 0.004 -0.065
H -1.90056 -3.91927 0.18432 0.002 0.022 -0.028
```
Forces are in eV/Å.

Calculated values
- Kohn-Sham gap: 6.9 eV
- Charge: -2
- Spin multiplicity: 1
- HOMO energy: -3.38 eV
- ΔE to the lowest compared entry with this formula, charge and spin: 92.7 kJ/mol